95
Properties=species:S:1:pos:R:3:forces:R:3 method="wB97M-V/def2-TZVPD" e_above_lowest_kcal_mol=6.34 s2=2.03 charge=+4 homo_lumo_gap_ev="5.300 / 4.611" multiplicity=3 e_lumo_ha="-0.4366 / -0.4619"
W 0.466 0.940 0.276 -0.060 -0.031 -0.528
C 2.801 -0.314 -1.902 0.026 0.001 -0.100
C 3.489 -0.060 -0.579 -0.047 -0.063 0.025
N 2.696 0.872 0.304 0.207 0.060 0.206
C 3.307 0.941 1.689 -0.035 0.040 0.016
C 2.281 0.713 2.789 -0.001 -0.012 -0.010
N 0.944 1.269 2.431 0.063 0.038 0.039
C 0.730 2.655 2.974 0.026 0.001 -0.018
C 1.752 3.689 2.540 0.016 -0.003 -0.022
C 1.962 3.872 1.030 0.031 -0.055 0.011
N 0.942 3.197 0.148 0.035 0.023 -0.003
C 1.221 3.623 -1.263 0.046 -0.048 -0.026
C 0.534 2.707 -2.248 -0.034 0.040 0.090
N 0.881 1.296 -1.918 0.233 -0.133 -0.229
C 2.232 0.949 -2.514 -0.003 -0.034 0.071
H 2.009 -1.061 -1.802 -0.036 0.018 0.017
H 3.527 -0.749 -2.591 0.000 -0.001 0.017
H 4.470 0.393 -0.733 0.016 0.029 0.002
H 3.646 -0.985 -0.037 -0.001 -0.013 0.014
H 2.894 1.787 -0.095 0.008 -0.014 -0.016
H 3.791 1.908 1.807 0.004 0.003 -0.035
H 4.099 0.199 1.766 0.005 -0.015 -0.002
H 2.639 1.153 3.722 -0.015 0.017 0.016
H 2.149 -0.347 2.979 -0.031 -0.032 0.005
H 0.246 0.700 2.912 -0.032 -0.013 -0.049
H 0.744 2.594 4.063 0.016 -0.017 0.023
H -0.275 2.960 2.689 -0.031 0.008 0.012
H 2.716 3.487 3.009 -0.004 0.013 -0.007
H 1.427 4.633 2.978 -0.017 0.001 -0.011
H 2.946 3.517 0.722 -0.015 0.005 0.004
H 1.954 4.933 0.779 -0.013 0.016 -0.001
H 0.059 3.642 0.396 -0.061 0.019 -0.028
H 2.301 3.596 -1.415 0.008 0.008 0.019
H 0.926 4.664 -1.409 -0.045 -0.003 -0.014
H 0.830 2.945 -3.272 0.040 0.022 0.001
H -0.549 2.792 -2.207 -0.055 0.037 -0.007
H 0.245 0.718 -2.460 -0.066 0.007 0.038
H 2.911 1.792 -2.375 -0.035 0.005 0.005
H 2.089 0.841 -3.589 -0.006 -0.003 -0.013
C -3.264 -0.660 0.020 0.023 0.039 0.048
As -1.604 -0.413 -0.953 0.006 0.009 -0.063
C -2.305 0.690 -2.400 -0.023 0.006 -0.018
C -1.283 -2.077 -1.925 -0.021 -0.024 0.114
C -0.915 -3.324 -1.121 -0.091 0.034 -0.010
C -1.992 -3.677 -0.088 0.029 0.003 0.032
C 0.430 -3.145 -0.423 -0.025 0.015 -0.027
As 0.742 -1.737 0.919 0.029 -0.105 0.061
C -0.346 -2.098 2.491 0.003 0.004 -0.030
C 2.449 -2.505 1.491 0.037 -0.002 0.011
C -0.815 -4.526 -2.096 -0.027 0.113 0.066
As 0.252 -4.689 -3.787 -0.032 -0.015 -0.007
C 1.730 -3.394 -3.604 0.097 -0.015 -0.010
C -0.867 -3.583 -4.962 -0.003 0.037 0.032
H -3.885 -1.320 -0.584 0.026 -0.022 -0.043
H -3.762 0.304 0.112 0.016 0.016 0.018
H -3.114 -1.101 0.999 -0.021 0.035 -0.006
H -3.184 0.169 -2.782 -0.020 -0.044 0.026
H -1.629 0.817 -3.246 0.035 0.017 0.033
H -2.638 1.656 -2.025 0.024 0.006 -0.014
H -0.524 -1.874 -2.679 0.101 0.073 -0.034
H -2.220 -2.242 -2.465 -0.023 0.028 0.003
H -2.096 -2.927 0.699 0.017 -0.050 -0.053
H -1.741 -4.623 0.396 -0.017 0.011 -0.004
H -2.966 -3.811 -0.560 0.006 0.012 -0.023
H 1.232 -3.000 -1.150 -0.008 -0.004 -0.014
H 0.672 -4.057 0.130 0.021 0.006 0.053
H -0.452 -3.176 2.607 0.007 -0.025 -0.031
H -1.323 -1.632 2.406 -0.002 0.003 0.018
H 0.164 -1.716 3.378 0.019 0.028 -0.017
H 2.195 -3.349 2.133 -0.063 0.000 0.023
H 3.113 -1.849 2.045 -0.023 0.012 -0.028
H 2.965 -2.903 0.619 0.017 0.027 -0.011
H -1.828 -4.729 -2.457 -0.013 -0.040 0.016
H -0.551 -5.398 -1.495 0.069 -0.058 -0.021
H 2.470 -3.721 -2.870 -0.063 0.003 0.012
H 1.421 -2.364 -3.407 -0.051 0.011 -0.003
H 2.232 -3.403 -4.572 -0.003 0.016 -0.018
H -1.853 -4.037 -5.044 -0.013 0.006 0.004
H -0.423 -3.589 -5.956 0.027 -0.021 -0.008
H -0.970 -2.544 -4.639 0.002 -0.043 -0.064
C -4.786 1.109 4.163 0.013 0.014 -0.002
C -3.279 0.891 3.994 -0.037 -0.004 0.003
C -2.735 1.507 2.746 -0.143 0.127 0.060
N -1.817 0.999 2.001 0.130 -0.018 -0.092
N -1.473 1.801 0.909 -0.165 0.041 0.646
C -2.201 2.911 0.868 -0.261 -0.093 -0.020
N -2.084 3.888 -0.061 0.155 0.050 0.039
S -3.337 3.035 2.156 0.107 -0.116 -0.066
H -5.128 0.617 5.070 0.016 0.003 -0.001
H -5.350 0.698 3.325 0.011 0.006 0.007
H -5.030 2.169 4.269 0.004 -0.026 -0.009
H -3.027 -0.170 3.974 -0.001 -0.007 -0.007
H -2.744 1.328 4.843 -0.009 0.017 -0.001
H -1.845 3.635 -1.005 -0.031 -0.022 -0.079
H -2.715 4.679 -0.001 0.002 0.006 -0.005


7
Properties=species:S:1:pos:R:3:forces:R:3 method="wB97M-V/def2-TZVPD" smiles="N#CC#CC=O" e_above_lowest_kcal_mol=0.66 homo_lumo_gap_ev=10.164 multiplicity=1 e_lumo_ha=-0.0476
N -3.191 -0.107 1.195 1.017 -0.161 -0.614
C -2.157 -0.185 0.674 -1.294 0.016 0.561
C -0.900 -0.220 0.116 0.718 0.368 0.133
C 0.261 -0.046 -0.165 -0.800 -0.113 0.171
C 1.651 0.139 -0.520 0.308 0.213 0.056
O 2.342 0.983 -0.005 -0.229 -0.451 -0.324
H 1.994 -0.564 -1.295 0.279 0.128 0.015


107
Properties=species:S:1:pos:R:3:forces:R:3 method="wB97M-V/def2-TZVPD" charge=-1 homo_lumo_gap_ev=5.119 multiplicity=1 e_lumo_ha=0.0338
C -5.123 -1.427 -2.637 -1.227 -0.518 -0.575
C -6.050 -2.190 -3.668 1.254 0.570 -0.035
C -5.421 -3.586 -3.990 -0.868 0.046 0.924
Cl -5.592 -3.962 -5.764 0.047 0.517 0.417
C -6.032 -4.772 -3.154 -0.344 -1.682 0.275
Br -4.987 -6.383 -3.872 0.513 -0.670 -0.103
C -5.693 -4.863 -1.612 -1.479 0.265 0.104
O -6.916 -4.404 -1.057 0.872 0.962 0.069
B -8.041 -4.780 -1.957 -0.537 1.197 -0.014
C -9.120 -3.577 -2.337 -0.669 0.034 0.493
C -10.611 -4.097 -2.467 0.487 1.275 -1.954
C -11.591 -2.863 -2.596 0.005 0.042 0.343
C -10.683 -4.850 -3.868 -0.128 -0.302 1.428
O -7.365 -5.072 -3.276 2.157 0.632 -0.276
H -5.216 -1.917 -1.650 0.176 0.503 -0.476
H -5.507 -0.380 -2.601 0.609 -0.677 0.279
H -4.068 -1.461 -2.986 -0.584 0.213 0.265
H -7.084 -2.223 -3.274 0.627 -0.263 -0.397
H -6.013 -1.587 -4.609 -0.317 -0.563 0.634
H -4.342 -3.529 -3.727 -0.653 -0.263 -0.573
H -5.590 -5.896 -1.191 0.419 0.426 -1.109
H -4.768 -4.295 -1.353 -0.782 0.074 0.034
H -8.697 -5.663 -1.459 0.034 -0.886 -0.068
H -8.863 -3.196 -3.362 -0.222 -0.013 0.897
H -9.076 -2.717 -1.615 -0.045 -0.577 -0.417
H -10.891 -4.791 -1.644 0.125 0.508 -0.512
H -11.030 -1.959 -2.936 -0.321 -0.677 0.259
H -12.080 -2.604 -1.627 0.347 -0.115 -0.559
H -12.401 -3.022 -3.349 0.451 -0.053 0.585
H -10.086 -4.329 -4.644 -0.424 -0.200 0.478
H -10.238 -5.856 -3.700 -0.367 0.489 -0.496
H -11.756 -4.903 -4.166 0.766 -0.327 -0.049
C -0.551 -1.313 1.276 0.056 -0.012 -0.031
C -0.024 -1.281 -0.160 0.022 0.260 -0.009
C -1.236 -1.334 -1.093 0.364 -0.204 -0.106
S -2.596 -0.599 -0.190 0.129 0.103 -0.139
O -3.586 -1.619 0.062 0.052 0.260 0.101
O -2.936 0.673 -0.787 -0.271 -0.187 0.099
C -1.695 -0.306 1.324 0.241 -0.098 0.417
H 0.229 -1.067 1.997 0.001 -0.018 -0.055
H -0.926 -2.315 1.510 -0.035 0.042 0.018
H 0.526 -0.353 -0.322 -0.137 0.030 0.057
H 0.658 -2.104 -0.357 -0.210 0.490 0.099
H -1.068 -0.771 -2.009 -0.207 -0.016 0.010
H -1.509 -2.361 -1.334 -0.086 0.065 0.023
H -2.355 -0.442 2.179 -0.146 0.055 -0.145
H -1.322 0.718 1.296 -0.039 -0.026 -0.052
C 3.840 1.039 -1.711 -0.034 0.094 0.068
C 4.755 1.688 -0.668 0.059 0.025 -0.104
C 4.491 0.994 0.670 0.088 0.077 -0.321
S 3.946 -0.665 0.272 0.386 0.138 -0.154
O 2.571 -0.813 0.691 0.499 -0.195 0.278
O 4.969 -1.613 0.654 -0.370 -0.109 0.143
C 3.974 -0.465 -1.502 -0.142 0.084 -0.442
H 4.114 1.327 -2.727 -0.039 -0.026 0.026
H 2.805 1.349 -1.539 0.019 -0.047 -0.040
H 5.799 1.543 -0.959 -0.042 0.014 0.008
H 4.584 2.763 -0.592 0.045 -0.048 0.061
H 5.387 0.939 1.281 -0.144 -0.137 0.092
H 3.697 1.482 1.222 -0.050 -0.197 -0.018
H 3.165 -1.038 -1.953 0.031 -0.107 0.146
H 4.938 -0.829 -1.862 -0.027 -0.038 0.080
C -0.529 -6.840 0.678 0.097 -0.068 0.035
C 0.585 -6.163 1.484 -0.089 -0.006 0.096
C 1.592 -5.587 0.483 0.227 -0.034 0.501
S 0.664 -5.233 -1.008 -0.314 -0.190 0.020
O 1.136 -6.099 -2.062 0.082 0.334 0.023
O 0.567 -3.799 -1.180 0.272 -0.809 -0.552
C -0.903 -5.853 -0.421 -0.301 -0.201 0.152
H -1.388 -7.087 1.302 0.013 0.014 -0.058
H -0.153 -7.767 0.236 -0.054 0.031 -0.015
H 0.159 -5.354 2.084 0.011 -0.025 -0.041
H 1.068 -6.859 2.171 0.005 0.049 -0.024
H 2.048 -4.668 0.849 0.036 0.007 -0.194
H 2.367 -6.311 0.232 -0.055 0.055 -0.132
H -1.452 -6.310 -1.244 0.070 0.146 -0.096
H -1.466 -5.009 -0.018 0.026 0.010 -0.072
C 6.599 5.004 4.775 -0.077 0.067 -0.074
C 5.271 5.741 4.585 -0.300 -0.143 0.587
C 4.786 5.453 3.163 -0.209 0.372 0.202
S 5.463 3.856 2.718 -0.112 0.126 0.444
O 6.403 4.038 1.634 -0.226 -0.222 -0.121
O 4.393 2.885 2.642 0.302 0.417 -0.015
C 6.376 3.598 4.229 0.272 0.003 0.371
H 6.904 4.982 5.822 0.000 -0.024 -0.044
H 7.383 5.503 4.207 0.051 -0.046 0.044
H 4.540 5.362 5.307 0.022 -0.127 -0.090
H 5.373 6.815 4.753 -0.188 -0.633 0.049
H 3.700 5.410 3.106 0.060 -0.114 -0.161
H 5.166 6.188 2.456 0.032 -0.100 -0.015
H 7.302 3.066 4.015 -0.107 -0.059 -0.152
H 5.750 3.008 4.899 -0.030 -0.024 -0.112
C 7.390 9.977 1.243 -0.072 0.098 0.063
C 8.301 10.649 2.275 0.073 0.047 -0.113
C 8.062 9.954 3.619 0.148 0.496 0.067
S 7.547 8.283 3.231 0.311 0.192 -0.312
O 6.176 8.110 3.667 0.729 0.572 -0.344
O 8.592 7.361 3.609 -0.379 0.002 0.182
C 7.556 8.477 1.457 -0.100 0.148 -0.391
H 7.649 10.266 0.224 -0.026 -0.031 0.034
H 6.351 10.268 1.422 0.026 -0.040 -0.042
H 9.345 10.523 1.976 -0.047 -0.012 0.014
H 8.109 11.720 2.347 0.019 -0.050 0.024
H 8.967 9.918 4.224 -0.115 -0.152 0.070
H 7.260 10.431 4.181 -0.026 -0.141 -0.005
H 6.755 7.886 1.016 0.050 -0.110 0.134
H 8.523 8.131 1.091 -0.035 -0.064 0.087


21
Properties=species:S:1:pos:R:3:forces:R:3 method="wB97M-V/def2-TZVPD" e_above_lowest_kcal_mol=59.82 homo_lumo_gap_ev=8.086 multiplicity=1 e_lumo_ha=-0.0094
H 1.656 -0.522 -1.582 1.510 -0.876 -4.642
N 1.302 -0.429 -0.730 -3.499 -0.281 6.419
C 0.237 0.458 -0.596 2.188 -0.312 -1.525
C -0.007 1.427 -1.600 -0.904 0.345 -1.589
C -1.040 2.326 -1.418 -1.002 2.184 -0.236
C -1.798 2.468 -0.193 0.464 -1.664 -0.397
C -1.495 1.472 0.781 -1.002 2.898 -1.704
C -0.533 0.492 0.553 -0.796 -1.347 1.939
C -0.704 -0.691 1.404 3.343 -1.336 -2.408
C -0.090 -1.928 1.186 -2.793 2.696 0.958
C 1.011 -2.078 0.337 0.370 0.530 -2.668
Cl 0.904 -3.534 -0.685 0.100 0.301 0.106
C 2.406 -1.825 0.721 2.065 -0.052 -1.193
O 2.779 -1.321 1.730 -0.046 0.078 0.803
H 0.430 1.475 -2.663 -0.141 -0.567 2.079
H -1.255 3.068 -2.280 0.330 -1.343 1.538
H -2.697 3.160 -0.121 1.605 -0.898 0.061
H -2.037 1.533 1.712 -0.072 -0.437 0.172
H -1.497 -0.665 2.059 -1.680 0.063 1.409
H -0.709 -2.768 1.501 0.693 -0.161 0.008
H 3.138 -2.119 -0.116 -0.733 0.178 0.870


Let's list calculated total energy in order: -232435.9557, -7698.5410, -193001.8303, -26556.3912 eV.
Let's list F_max in order: 0.7, 1.4, 2.4, 7.3 eV Å⁻¹.